Record 1
Formula: C5H8Ag3B2Br4F8O3
Source: OMol25
Level of theory: ωB97M-V/def2-TZVPD

Lowest unoccupied orbital energy = -0.76 eV
Charge = -1
Gap between HOMO and LUMO = 3.576 eV

```
33
Properties=species:S:1:pos:R:3:forces:R:3:mulliken_charge:R:1
Ag -1.309 1.623 2.821 2.2 -1.0 1.4 0.558
Ag 1.300 2.605 0.746 -0.3 -0.1 0.3 0.732
Ag -3.081 0.961 -0.237 -0.8 0.7 1.3 0.561
C -3.410 2.316 2.259 5.7 -2.1 -1.0 1.035
O -2.974 2.762 3.377 -3.3 2.0 1.0 -0.740
O -2.918 2.873 1.177 -2.2 1.7 -1.7 -0.799
O -3.471 1.000 2.123 -3.1 -0.4 -0.5 -0.831
B -0.298 0.218 0.294 -0.9 -1.2 0.6 1.477
F -0.757 1.515 0.559 0.8 1.6 -0.3 -0.654
F 1.088 0.340 0.034 0.3 0.0 0.0 -0.520
F -0.618 -0.570 1.374 0.8 0.0 -0.6 -0.327
F -1.012 -0.158 -0.843 0.4 -0.6 -0.8 -0.491
B -1.214 0.103 5.390 -1.2 1.0 -0.5 0.527
F 0.150 0.415 5.406 0.4 -0.2 0.3 -0.414
F -1.648 -0.869 6.251 0.5 -0.6 0.7 -0.344
F -1.956 1.292 5.609 0.5 -0.2 0.2 -0.378
F -1.537 -0.324 4.067 0.4 -0.4 -0.3 -0.301
Br -0.934 2.624 -5.425 0.5 -1.1 0.0 -0.187
C 0.523 1.376 -4.903 0.8 0.8 1.8 -0.668
C 0.264 0.645 -3.587 -1.6 0.1 -0.5 -0.433
Br 1.881 -0.255 -3.008 -0.2 0.2 -0.3 -0.125
H 1.269 2.077 -4.530 0.3 0.1 -1.0 0.344
H 0.953 0.723 -5.656 -0.6 0.3 -0.4 0.408
H -0.555 -0.071 -3.647 0.3 -0.3 0.0 0.400
H -0.069 1.366 -2.843 0.4 -0.1 0.2 0.240
Br 3.476 -2.285 1.063 -0.6 0.0 -0.5 -0.160
C 2.092 -2.699 -0.317 1.0 0.0 0.7 0.329
C 2.748 -3.241 -1.540 0.1 -1.1 -0.6 -0.813
Br 3.284 -5.155 -1.375 -0.1 0.6 0.1 -0.193
H 1.592 -1.773 -0.583 -0.1 0.0 0.4 -0.517
H 1.452 -3.429 0.170 -0.2 0.2 -0.1 0.443
H 3.653 -2.734 -1.861 -0.1 0.1 0.2 0.430
H 2.036 -3.271 -2.363 0.0 0.1 0.0 0.409
```
Positions in Å, forces in eV/Å.


Record 2
Formula: C5H8AgF10NO5PS2
Source: OMol25
Level of theory: ωB97M-V/def2-TZVPD

Spin multiplicity = 2
Lowest unoccupied orbital energy (alpha / beta) = -8.34 / -11.57 eV
Charge = +2
Expectation value of S² = 0.7536
Gap between HOMO and LUMO (alpha / beta) = 9.016 / 5.732 eV

```
33
Properties=species:S:1:pos:R:3:forces:R:3:lowdin_spin:R:1
O 0.386 -2.391 0.343 0.0 0.0 -0.3 0.856
P 1.902 -2.165 0.776 0.4 0.1 0.5 0.048
O 2.660 -3.486 0.458 -0.5 0.2 -0.3 0.057
O 2.006 -1.937 2.314 -0.4 0.0 -0.4 0.001
C 2.611 -0.736 -0.050 -0.2 -0.2 -0.3 0.010
N 1.611 0.065 -0.777 0.6 0.7 0.4 0.017
C 1.325 1.393 -0.150 -0.1 -0.4 0.3 0.001
C 0.200 1.324 0.901 0.3 -0.1 -0.2 0.003
C -1.116 1.953 0.446 0.6 0.1 0.1 0.000
F -0.796 3.114 -0.167 -0.1 0.1 -0.1 0.000
F -1.881 2.265 1.506 -0.1 -0.1 0.2 0.000
C -1.973 1.191 -0.606 -0.4 0.4 0.3 0.000
F -2.739 2.056 -1.231 -0.5 0.5 -0.1 0.000
F -1.206 0.610 -1.495 0.6 -0.7 -0.4 0.000
S -3.205 -0.103 0.059 0.1 -0.4 -0.6 0.000
F -2.414 -1.340 -0.505 0.0 0.0 0.1 0.000
F -4.040 -0.046 -1.260 -0.1 0.0 0.1 0.000
F -4.096 1.027 0.714 -0.1 0.1 0.2 0.000
F -2.435 -0.305 1.441 -0.1 0.1 0.2 0.000
F -4.345 -1.174 0.642 0.5 -0.1 -0.3 0.000
S 2.044 0.166 -2.386 -1.1 -0.9 -0.5 0.000
O 2.137 -1.174 -2.847 0.4 0.2 0.2 0.000
O 1.234 1.131 -3.011 0.2 0.2 0.1 0.000
F 3.492 0.709 -2.257 0.1 0.2 -0.1 0.002
H 2.635 -3.751 -0.484 0.2 -0.2 0.1 0.000
H 1.241 -2.241 2.831 0.3 -0.1 0.2 -0.001
H 3.312 -1.175 -0.763 0.1 0.0 0.1 0.001
H 3.202 -0.176 0.677 -0.1 0.1 0.0 0.000
H 1.078 2.091 -0.941 0.0 0.0 0.0 0.000
H 2.232 1.752 0.336 0.1 0.1 0.0 0.000
H 0.085 0.304 1.268 -0.3 0.0 0.0 0.002
H 0.502 1.921 1.761 -0.1 0.1 0.0 0.000
Ag -5.646 -0.873 2.457 -0.4 0.1 0.3 0.000
```
Positions in Å, forces in eV/Å.


Record 3
Formula: C5H8BClO2S
Source: OMol25
Level of theory: ωB97M-V/def2-TZVPD

Relative energy (zero: lowest compared OMol25 entry of this formula, charge and spin) = 62.67 kcal/mol
Lowest unoccupied orbital energy = -0.61 eV
Gap between HOMO and LUMO = 7.870 eV

```
18
Properties=species:S:1:pos:R:3:forces:R:3:mulliken_charge:R:1
B 1.998 1.008 -0.102 -0.6 0.4 0.0 0.613
C -0.524 0.500 -0.081 1.0 2.4 -1.1 -0.222
C -1.688 -0.292 -0.054 -0.9 0.1 1.2 -0.117
C 0.712 0.038 0.034 1.2 2.5 0.3 0.239
C -2.877 0.270 -0.233 -2.2 -4.2 0.2 0.281
C 1.066 -1.281 0.405 1.7 -5.1 1.5 -1.273
O 1.805 2.366 -0.041 -0.4 -0.3 -0.2 -0.533
O 3.239 0.445 -0.241 -0.1 -0.7 -0.1 -0.593
S -4.692 -1.388 -0.091 2.5 2.2 -0.1 -0.274
Cl -3.435 1.700 -0.797 -0.1 0.8 -0.2 -0.110
H -0.611 1.567 -0.309 -0.2 -0.3 0.0 0.322
H -1.480 -1.268 0.379 -0.9 -0.2 -0.5 0.116
H 0.505 -1.867 1.276 1.1 1.8 -1.2 0.287
H 2.216 -1.274 0.574 -2.1 -0.7 0.1 0.271
H 0.885 -2.043 -0.390 0.3 0.6 0.0 0.338
H 2.556 2.874 -0.334 0.3 0.3 0.0 0.268
H 4.084 0.885 -0.364 -0.5 0.4 0.1 0.289
H -3.761 -2.242 0.368 -0.2 0.0 0.0 0.099
```
Positions in Å, forces in eV/Å.


Record 4
Formula: C5H8BF4N2O5
Source: OMol25
Level of theory: ωB97M-V/def2-TZVPD

Lowest unoccupied orbital energy = -3.58 eV
Charge = +1
SMILES string = O=C(F)NC(=O)[N@H+](COC(F)(F)F)CB(O)O
Gap between HOMO and LUMO = 11.885 eV

```
25
Properties=species:S:1:pos:R:3:forces:R:3:mulliken_charge:R:1
O -2.526 1.672 -2.313 0.2 -2.2 0.2 -0.366
C -2.489 0.475 -2.289 -0.3 2.2 -0.1 0.481
F -3.167 -0.299 -3.072 -0.1 -0.4 -0.3 -0.187
N -1.707 -0.305 -1.337 0.5 1.0 0.4 -0.147
C -0.371 -0.139 -1.613 -0.1 -0.2 -2.0 0.260
O 0.082 0.041 -2.707 0.0 -0.1 1.0 -0.488
N 0.595 -0.227 -0.485 0.2 0.0 1.0 0.391
C 0.233 -1.182 0.616 0.0 -0.9 0.1 -0.765
O 1.031 -2.321 0.436 -0.2 0.3 -0.3 -0.445
C 1.972 -2.506 1.418 0.0 -0.8 -0.5 0.916
F 2.794 -3.430 1.011 0.3 -0.4 -0.2 -0.216
F 2.646 -1.390 1.634 0.4 0.9 0.2 -0.230
F 1.395 -2.880 2.533 -0.3 0.0 0.8 -0.229
C 0.954 1.172 0.001 -0.8 0.3 -0.7 -0.767
B -0.276 1.993 0.601 -0.1 0.4 0.0 0.561
O -1.399 1.412 1.181 0.5 -0.2 0.0 -0.579
O -0.190 3.331 0.509 0.7 -0.5 0.3 -0.418
H -1.975 0.009 -0.404 0.0 -0.1 0.1 0.354
H 1.452 -0.613 -0.891 0.0 -0.1 -0.3 0.453
H 0.391 -0.737 1.583 0.3 0.4 0.2 0.617
H -0.797 -1.496 0.560 -0.3 0.1 -0.4 0.398
H 1.281 1.704 -0.884 0.1 0.1 -0.3 0.352
H 1.815 1.125 0.650 0.2 -0.3 0.4 0.381
H -1.164 0.895 1.954 -0.3 -0.3 0.3 0.333
H -0.582 3.696 1.308 -0.6 0.7 -0.2 0.338
```
Positions in Å, forces in eV/Å.


Record 5
Formula: C5H8Br4Cl4
Source: OMol25
Level of theory: ωB97M-V/def2-TZVPD

Lowest unoccupied orbital energy = 0.07 eV
SMILES string = ClC(Cl)(Cl)Cl.BrCCBr.BrCCBr
Gap between HOMO and LUMO = 10.229 eV

```
21
Properties=species:S:1:pos:R:3:forces:R:3:mulliken_charge:R:1
C 5.110 10.091 8.703 0.0 0.6 0.0 0.356
Cl 4.669 10.768 7.076 0.2 -0.7 0.7 -0.095
Cl 6.461 8.960 8.618 0.1 0.3 -0.3 -0.077
Cl 5.482 11.474 9.751 0.4 0.0 -0.2 -0.103
Cl 3.785 9.259 9.468 -0.7 -0.3 -0.3 -0.095
Br 8.472 4.724 7.539 0.0 -0.1 -0.1 -0.148
C 8.456 4.932 5.603 0.6 -0.8 -0.4 -0.282
C 9.259 6.155 5.250 -0.1 0.7 0.9 -0.321
Br 9.215 6.403 3.333 0.2 0.0 -0.2 -0.120
H 7.433 5.156 5.326 0.2 -0.6 0.0 0.012
H 8.808 4.003 5.118 -0.1 0.5 0.5 0.376
H 10.316 6.222 5.619 -1.2 -0.2 -0.4 0.409
H 8.614 6.961 5.657 1.0 -0.1 -0.2 0.038
Br 7.328 10.897 3.955 0.5 2.4 -1.1 -0.097
C 7.184 9.268 4.797 -0.9 -1.1 0.6 -0.089
C 6.115 8.498 4.010 0.6 0.2 0.6 -0.564
Br 5.934 6.860 5.016 -1.0 -0.1 -0.1 -0.110
H 6.872 9.495 5.825 0.2 -0.5 -0.3 -0.141
H 8.160 8.763 4.750 -0.5 0.1 0.1 0.254
H 6.552 8.299 3.030 -0.5 -0.3 0.0 0.383
H 5.113 8.971 3.947 0.9 -0.2 0.1 0.414
```
Positions in Å, forces in eV/Å.


Record 6
Formula: C5H8BrCl
Source: OMol25
Level of theory: ωB97M-V/def2-TZVPD

Relative energy (zero: lowest compared OMol25 entry of this formula, charge and spin) = 9.69 kcal/mol
Spin multiplicity = 3
Lowest unoccupied orbital energy (alpha / beta) = 0.78 / -1.14 eV
Expectation value of S² = 2.0085
Gap between HOMO and LUMO (alpha / beta) = 5.658 / 9.284 eV

```
15
Properties=species:S:1:pos:R:3:forces:R:3:lowdin_spin:R:1
C 1.120 0.393 1.403 -2.1 2.0 -1.0 0.128
C 0.200 0.111 0.261 -7.2 -0.8 -0.2 0.678
C 2.079 0.531 0.351 5.8 2.0 -0.6 0.614
C -0.508 1.336 -0.381 -1.0 -1.1 1.1 0.072
C -0.125 -1.280 -0.364 0.6 2.0 0.4 0.068
Cl 2.426 2.034 -0.407 0.2 0.3 0.4 0.135
Br 3.363 -0.729 0.041 1.3 -1.1 0.1 0.192
H 0.791 1.372 1.895 0.7 -1.3 -0.6 0.017
H 1.313 -0.368 2.097 0.3 -1.2 0.8 0.011
H -0.562 2.220 0.336 0.6 -0.9 -1.1 0.002
H -1.629 1.120 -0.588 1.9 0.1 -0.1 0.020
H 0.091 1.509 -1.300 -1.0 0.6 0.2 0.024
H -0.970 -1.720 0.162 -0.6 0.1 -0.5 0.027
H 0.651 -1.972 -0.149 1.0 -0.6 0.0 0.004
H -0.218 -1.220 -1.482 -0.3 0.0 1.1 0.008
```
Positions in Å, forces in eV/Å.


Record 7
Formula: C5H8BrF
Source: OMol25
Level of theory: ωB97M-V/def2-TZVPD

Relative energy (zero: lowest compared OMol25 entry of this formula, charge and spin) = 62.26 kcal/mol
Lowest unoccupied orbital energy (alpha / beta) = -0.19 / 0.42 eV
Gap between HOMO and LUMO (alpha / beta) = 7.290 / 8.738 eV

```
15
Properties=species:S:1:pos:R:3:forces:R:3:mulliken_charge:R:1
C -0.070 1.064 0.624 -1.0 2.6 2.0 -0.628
C 0.437 -0.128 -0.002 0.2 -0.1 0.5 0.574
C -1.665 1.171 0.808 1.7 -1.1 -0.4 0.240
C 1.076 -1.231 0.801 -0.9 -0.3 -1.8 -1.087
C 0.279 -0.424 -1.433 -2.3 1.2 -1.1 -1.426
F -2.155 2.359 0.538 -0.2 1.2 0.1 -0.208
Br -2.541 -0.106 -0.237 -1.3 -0.9 -0.1 -0.134
H 0.316 1.310 1.667 -0.1 -0.6 -1.2 0.285
H 0.075 2.019 0.058 0.2 -0.8 0.0 0.318
H 0.778 -2.170 0.203 0.2 0.8 1.7 0.279
H 0.736 -1.149 1.858 0.8 -0.6 -0.7 0.363
H 2.157 -1.199 0.580 0.0 0.1 0.9 0.288
H -0.469 0.202 -2.069 1.2 -0.7 1.5 0.284
H -0.156 -1.422 -1.449 0.5 -0.3 -0.7 0.470
H 1.203 -0.295 -1.946 1.0 -0.5 -0.6 0.381
```
Positions in Å, forces in eV/Å.


Record 8
Formula: C5H8BrN
Source: OMol25
Level of theory: ωB97M-V/def2-TZVPD

Relative energy (zero: lowest compared OMol25 entry of this formula, charge and spin) = 67.29 kcal/mol
Lowest unoccupied orbital energy = -0.56 eV
Gap between HOMO and LUMO = 7.302 eV

```
15
Properties=species:S:1:pos:R:3:forces:R:3:mulliken_charge:R:1
C -2.301 0.193 0.101 -1.6 -0.6 -1.4 -0.599
C 2.056 0.868 -1.185 -0.3 1.7 3.0 -0.640
C -1.105 0.745 -0.074 -0.3 -0.8 0.5 -0.110
C 1.203 0.316 -0.385 -1.3 -0.7 -1.9 0.421
C 0.178 -0.801 1.318 0.2 2.1 3.9 -1.169
N 0.157 0.232 0.353 0.3 0.0 -1.2 0.122
Br 0.878 -2.437 -1.538 0.1 0.8 0.3 -0.681
H -3.257 0.792 -0.266 2.3 -1.4 0.8 0.222
H -2.421 -0.929 0.256 0.1 1.8 0.5 0.262
H 2.555 0.600 -2.056 0.4 -1.0 -1.2 0.326
H 2.383 1.791 -0.657 0.1 -0.2 -0.7 0.251
H -0.935 1.629 -0.578 -0.2 2.0 -0.8 0.415
H 1.212 -1.019 1.437 0.6 -0.8 0.5 0.431
H -0.254 -0.375 2.307 0.6 -0.9 -1.6 0.286
H -0.350 -1.606 0.966 -1.1 -2.2 -0.8 0.465
```
Positions in Å, forces in eV/Å.


What did the sixth record say?
Formula: C5H8BrCl
Source: OMol25
Level of theory: ωB97M-V/def2-TZVPD

Relative energy (zero: lowest compared OMol25 entry of this formula, charge and spin) = 9.69 kcal/mol
Spin multiplicity = 3
Lowest unoccupied orbital energy (alpha / beta) = 0.78 / -1.14 eV
Expectation value of S² = 2.0085
Gap between HOMO and LUMO (alpha / beta) = 5.658 / 9.284 eV

```
15
Properties=species:S:1:pos:R:3:forces:R:3:lowdin_spin:R:1
C 1.120 0.393 1.403 -2.1 2.0 -1.0 0.128
C 0.200 0.111 0.261 -7.2 -0.8 -0.2 0.678
C 2.079 0.531 0.351 5.8 2.0 -0.6 0.614
C -0.508 1.336 -0.381 -1.0 -1.1 1.1 0.072
C -0.125 -1.280 -0.364 0.6 2.0 0.4 0.068
Cl 2.426 2.034 -0.407 0.2 0.3 0.4 0.135
Br 3.363 -0.729 0.041 1.3 -1.1 0.1 0.192
H 0.791 1.372 1.895 0.7 -1.3 -0.6 0.017
H 1.313 -0.368 2.097 0.3 -1.2 0.8 0.011
H -0.562 2.220 0.336 0.6 -0.9 -1.1 0.002
H -1.629 1.120 -0.588 1.9 0.1 -0.1 0.020
H 0.091 1.509 -1.300 -1.0 0.6 0.2 0.024
H -0.970 -1.720 0.162 -0.6 0.1 -0.5 0.027
H 0.651 -1.972 -0.149 1.0 -0.6 0.0 0.004
H -0.218 -1.220 -1.482 -0.3 0.0 1.1 0.008
```
Positions in Å, forces in eV/Å.


> What is the formula in the eighth record?

C5H8BrN